(1)
11 unconnected molecules or ions with the total composition C26H76N2O15. Source: OMol25; level of theory: ωB97M-V/def2-TZVPD.

Results
SMILES: COC[C@H](C)N.COC[C@H](C)N.OCCO.OCCO.OCCO.OCCO.CCO.CCO.CCO.CCO.CCO
E_tot (hartree): -2274.08974
Gap between HOMO and LUMO (eV): 8.56

Last column: Löwdin charge in e.
Cartesian coordinates (Å):
C: -20.4418 -3.2569 -12.4927  -0.204
C: -21.0994 -4.6300 -12.8816  -0.181
O: -21.3896 -5.3800 -11.6783  -0.117
O: -21.2146 -2.3185 -11.7825  -0.086
H: -20.0670 -2.8040 -13.4106  0.119
H: -19.5642 -3.3957 -11.8613  0.116
H: -20.4027 -5.1363 -13.5498  0.112
H: -22.0506 -4.4588 -13.3855  0.109
H: -21.9416 -6.1354 -11.8934  0.010
H: -21.8765 -1.9850 -12.3927  0.101
C: -17.1447 -7.5867 -4.1871  -0.182
C: -17.1424 -7.0128 -5.6441  -0.196
O: -17.0201 -5.5834 -5.5722  -0.105
O: -15.8641 -7.4428 -3.4783  -0.091
H: -17.2404 -8.6724 -4.2012  0.105
H: -17.9211 -7.1482 -3.5601  0.098
H: -18.0374 -7.1781 -6.2440  0.104
H: -16.2522 -7.3269 -6.1890  0.111
H: -17.3535 -5.1468 -6.3595  0.024
H: -15.9344 -7.4541 -2.5209  0.073
C: -16.5835 -3.9962 -9.5573  -0.231
C: -17.5878 -3.4289 -8.4380  -0.133
O: -18.3519 -4.4886 -7.8022  -0.139
O: -17.1380 -4.4070 -10.7701  -0.076
H: -16.0167 -4.8775 -9.2570  0.114
H: -15.9134 -3.1631 -9.7694  0.111
H: -18.3335 -2.7375 -8.8303  0.101
H: -16.9128 -3.1537 -7.6275  0.112
H: -19.1695 -4.6640 -8.2737  0.018
H: -17.6915 -5.1487 -10.5148  0.039
C: -20.9146 -7.4533 -2.8495  -0.225
C: -22.4266 -7.1113 -3.0332  -0.217
O: -23.3273 -7.7136 -2.0669  -0.066
O: -20.4587 -6.9459 -1.5991  -0.063
H: -20.3453 -7.1104 -3.7134  0.102
H: -20.7448 -8.5297 -2.8725  0.117
H: -22.7250 -7.3993 -4.0412  0.097
H: -22.5274 -6.0275 -2.9773  0.101
H: -24.2043 -7.3602 -2.2331  0.070
H: -20.9476 -7.4574 -0.9503  0.081
C: -21.4473 -0.4646 -7.0750  -0.042
C: -21.8095 -1.1359 -8.4484  -0.399
C: -22.7494 -0.3157 -9.3565  -0.147
O: -23.9168 -0.0454 -8.5178  -0.195
C: -24.7590 0.9721 -9.0334  -0.128
N: -20.6548 -1.5633 -9.2288  0.050
H: -20.6315 -1.0088 -6.5992  0.055
H: -22.2489 -0.3522 -6.3449  0.064
H: -21.0066 0.5304 -7.1373  0.068
H: -22.2849 -2.0539 -8.1029  0.114
H: -22.9292 -0.9264 -10.2412  0.110
H: -22.3190 0.6446 -9.6406  0.126
H: -25.7314 1.1511 -8.5745  0.083
H: -25.0615 0.6673 -10.0352  0.073
H: -24.2616 1.9205 -9.2365  0.081
H: -20.4124 -2.4758 -8.8702  0.033
H: -20.9178 -1.7589 -10.1841  0.012
C: -23.3866 -8.4683 -10.6041  -0.049
C: -23.2367 -8.6325 -12.1416  -0.374
C: -24.5902 -9.1865 -12.7253  -0.208
O: -24.5877 -9.3176 -14.1535  -0.183
C: -25.9171 -9.6072 -14.5607  -0.114
N: -22.9137 -7.3904 -12.8632  0.044
H: -23.8740 -9.3231 -10.1353  0.075
H: -23.9410 -7.5692 -10.3354  0.086
H: -22.3959 -8.3204 -10.1742  0.057
H: -22.4457 -9.3392 -12.3925  0.133
H: -25.3160 -8.4733 -12.3348  0.124
H: -24.7968 -10.1546 -12.2690  0.121
H: -26.2990 -10.4997 -14.0651  0.085
H: -25.7540 -9.7559 -15.6281  0.092
H: -26.6729 -8.8363 -14.4103  0.087
H: -23.6656 -6.7164 -12.8463  0.093
H: -22.8996 -7.6696 -13.8337  0.086
C: -25.0141 -2.8059 -4.7318  -0.068
C: -23.9343 -3.8295 -4.8767  -0.333
O: -24.5001 -5.0689 -4.6973  -0.099
H: -25.8380 -2.9814 -5.4235  0.081
H: -24.6945 -1.8137 -5.0505  0.078
H: -25.5045 -2.7931 -3.7584  0.079
H: -23.1356 -3.7001 -4.1463  0.119
H: -23.4609 -3.7853 -5.8575  0.105
H: -24.6778 -5.2178 -3.7657  0.102
C: -21.0612 -5.1145 -6.6030  -0.055
C: -21.5912 -5.1753 -8.0347  -0.320
O: -20.7801 -4.5818 -8.9284  -0.084
H: -20.1282 -5.6413 -6.4029  0.063
H: -21.8445 -5.4107 -5.9053  0.060
H: -20.8002 -4.0991 -6.3050  0.075
H: -22.5038 -4.5796 -8.0180  0.112
H: -21.7616 -6.2228 -8.2832  0.111
H: -21.1165 -4.7540 -9.8109  0.073
C: -24.2086 -8.4262 -6.8147  -0.062
C: -25.4142 -7.4753 -6.6278  -0.302
O: -25.2315 -6.1424 -7.0788  -0.094
H: -24.0418 -8.6748 -7.8628  0.037
H: -24.3496 -9.4056 -6.3576  0.072
H: -23.3216 -7.9008 -6.4608  0.057
H: -25.6263 -7.3568 -5.5653  0.096
H: -26.3168 -7.8383 -7.1194  0.107
H: -24.9202 -5.6360 -6.3250  0.016
C: -17.5623 -3.1386 -3.5202  -0.086
C: -18.7427 -2.9487 -4.4310  -0.350
O: -19.8284 -2.5886 -3.6367  -0.080
H: -17.8058 -3.8820 -2.7612  0.077
H: -17.2559 -2.1773 -3.1077  0.077
H: -16.6953 -3.5528 -4.0346  0.065
H: -18.9400 -3.9298 -4.8629  0.076
H: -18.5660 -2.3284 -5.3097  0.116
H: -19.9551 -3.1645 -2.8791  0.080
C: -19.1614 -8.0229 -11.5883  -0.082
C: -19.3784 -7.7723 -10.1306  -0.318
O: -18.3665 -6.9085 -9.7163  -0.067
H: -19.4415 -7.2336 -12.2860  0.063
H: -19.6872 -8.9095 -11.9427  0.071
H: -18.0962 -8.1699 -11.7665  0.082
H: -19.3182 -8.7554 -9.6637  0.122
H: -20.3694 -7.3390 -9.9953  0.080
H: -17.8017 -7.3519 -9.0791  0.099

Forces on atoms 1 to 2 (eV/Å):
C 0.544 -1.042 -0.340
C -0.159 1.020 1.765

---

(2)
C4H10N2S in the gas phase. Source: OMol25; level of theory: ωB97M-V/def2-TZVPD.

Results
SMILES: NC[C@@H]1S[C@@H]1CN
E_tot (hartree): -666.07465
Energy above the lowest of the compared OMol25 structures with the same formula, charge and spin (kcal/mol): 17.8
Gap between HOMO and LUMO (eV): 9.61

Last column: Löwdin charge in e.
Cartesian coordinates (Å):
C: -0.2135 1.0594 1.2557  -0.269
C: -0.8796 0.4842 -0.0134  -0.514
C: -0.2677 -0.5412 -0.8912  -0.615
C: 1.0858 -1.0949 -0.5587  -0.314
H: 0.1962 0.6158 3.2023  0.081
H: -1.1090 -0.1913 2.7064  0.096
H: -0.6947 1.9463 1.5790  0.086
H: 0.8323 1.3695 1.0342  0.113
H: -1.9682 0.4867 0.1107  0.104
H: -1.0721 -1.2380 -1.2215  0.122
H: 1.4889 -1.6252 -1.4649  0.123
H: 1.7103 -0.2059 -0.3931  0.092
H: 0.5852 -1.4817 1.3365  0.018
H: 1.8628 -2.4171 0.8459  0.074
N: -0.1489 0.0849 2.3840  -0.033
N: 0.9352 -2.0562 0.5571  -0.005
S: -0.3554 1.0684 -1.6924  0.840

Forces on atoms 1 to 2 (eV/Å):
C 1.355 -0.937 -0.662
C 0.091 1.066 0.800